Here is a gas-phase ion, C5H9N3 (charge +2) in a non-equilibrium geometry from the Open Molecules 2025 dataset. Energies are from the ωB97M-V functional and the def2-TZVPD basis.

Each line ends with the Löwdin charge.
Atoms and positions in Å:
C 0.459 1.401 -0.256  -0.013
C -2.103 -0.466 0.034  -0.032
C 1.955 -0.241 0.199  -0.067
C -2.542 -1.586 0.320  0.117
C -1.919 0.807 -0.214  -0.084
N -0.842 1.627 -0.004  0.150
N 0.995 0.209 -0.582  0.121
N 2.947 -1.054 -0.031  0.269
H 1.108 2.220 -0.243  0.159
H -3.053 -1.659 1.300  0.140
H -2.515 -2.607 -0.072  0.123
H 2.072 0.402 1.059  0.178
H -2.828 1.395 -0.192  0.158
H -1.102 2.626 0.249  0.233
H 0.591 -0.227 -1.416  0.213
H 3.656 -1.153 0.669  0.155
H 3.122 -1.693 -0.820  0.182

The HOMO-LUMO gap comes out at 7.8215 eV. The charge is +2. As for the total energy: -9780.5308 eV. The LUMO energy is -0.362 Ha. The value obtained for the strongest force on any atom is 0.098 Eh/bohr. The value obtained for the energy above the lowest of the compared OMol25 structures with the same formula, charge and spin is 44.8 kcal per mole. As for the SMILES: C=C=CN/C=[NH+]/C=[NH2+].